This record from the Open Molecules 2025 dataset describes C45H32N3O5P2TeW as an isolated structure. The level of theory is the ωB97M-V functional and the def2-TZVPD basis.

The geometry in XYZ format:
```
89
Properties=species:S:1:pos:R:3:forces:R:3:mulliken_charge:R:1
W -0.22183 -0.87305 -0.02092 -0.1 0.1 0.1 1.05
C 3.75844 -2.21427 1.28564 0.0 0.0 0.0 -1.25
C 4.34210 -1.09255 1.84989 0.0 0.0 0.0 -0.62
C 3.60826 0.07902 1.94706 0.0 0.0 0.0 -1.21
C 2.30884 0.09956 1.47116 0.0 0.0 0.0 0.71
N 1.76220 -0.98284 0.89240 0.0 0.0 -0.1 0.13
C 2.46739 -2.11843 0.80619 0.0 0.0 0.0 0.17
C 1.39348 1.25124 1.58628 0.0 0.0 0.0 0.98
C 1.68288 2.37389 2.34273 0.0 0.0 0.0 -0.99
C 0.70635 3.33985 2.51541 0.0 0.0 0.0 -0.80
C -0.54071 3.13366 1.95334 0.0 0.0 0.0 -0.95
C -0.75318 1.99385 1.20171 0.0 0.0 0.0 -0.27
N 0.20342 1.08385 0.97953 0.0 0.0 0.1 0.45
H 4.28886 -3.15141 1.20248 0.0 0.0 0.0 0.49
H 5.35838 -1.12745 2.21797 0.0 0.0 0.0 0.46
H 4.04679 0.96035 2.38992 0.0 0.0 0.0 0.48
H 1.97079 -2.95309 0.33251 0.0 0.0 0.0 0.49
H 2.64536 2.48113 2.81956 0.0 0.0 0.0 0.47
H 0.90899 4.22066 3.10907 0.0 0.0 0.0 0.46
H -1.35111 3.83385 2.09412 0.0 0.0 0.0 0.54
H -1.71947 1.78932 0.76657 0.0 0.0 0.0 0.54
Te -1.80080 -2.93225 -2.87935 -0.1 0.0 0.0 0.53
C -2.74436 -1.84635 -4.42760 0.0 0.0 -0.1 -0.02
C -4.09508 -1.53095 -4.36048 0.0 0.0 0.0 -0.17
C -4.64858 -0.75108 -5.37045 0.0 0.0 0.0 -0.47
N -3.95124 -0.27298 -6.39716 0.0 0.0 0.0 -0.61
C -2.66282 -0.60187 -6.46736 0.0 0.0 0.0 -0.55
C -2.01868 -1.38539 -5.52024 0.0 0.0 0.0 -0.05
C -0.92585 -1.16145 -2.10476 0.0 -0.1 0.0 -1.15
P -1.78938 0.25462 -1.50062 0.1 0.1 0.0 1.26
C -3.53942 -0.04818 -1.17989 0.0 0.0 0.1 1.02
C -3.86771 -1.15652 -0.39572 0.0 0.0 0.0 -0.66
C -5.18828 -1.42623 -0.08234 0.0 0.0 0.0 -0.89
C -6.19245 -0.57723 -0.53090 0.0 0.0 0.0 -0.65
C -5.87115 0.54304 -1.28296 0.0 0.0 0.0 -0.87
C -4.54882 0.81237 -1.60533 0.0 0.0 0.0 -0.64
C -1.67860 1.72992 -2.52884 0.0 0.0 0.0 0.91
C -0.91015 2.82746 -2.15438 0.0 0.0 0.0 -0.45
C -0.83397 3.93582 -2.98430 0.0 0.0 0.0 -0.58
C -1.51894 3.94836 -4.19077 0.0 0.0 0.0 -1.00
C -2.28092 2.85138 -4.57387 0.0 0.0 0.0 -0.96
C -2.36257 1.74519 -3.74525 0.1 0.0 0.0 -0.05
P 0.82847 -0.77698 -2.14269 0.1 0.0 0.1 1.61
C 1.33797 0.68473 -3.06882 0.0 0.0 0.0 0.56
C 2.21600 1.56331 -2.44116 0.0 0.0 0.0 -0.68
C 2.69193 2.67840 -3.11631 0.0 0.0 0.0 -0.66
C 2.27257 2.92605 -4.41518 0.0 0.0 0.0 -0.83
C 1.38336 2.06005 -5.04075 0.0 0.0 0.0 -0.56
C 0.92189 0.93693 -4.37414 0.0 0.0 0.0 0.28
C 1.79128 -2.13583 -2.84461 0.0 0.0 0.0 0.95
C 1.63758 -3.41918 -2.31421 0.0 0.0 0.0 -0.30
C 2.36496 -4.47947 -2.82859 0.0 0.0 0.0 -1.29
C 3.26759 -4.26621 -3.86216 0.0 0.0 0.0 -0.67
C 3.43746 -2.99211 -4.38234 0.0 0.0 0.0 -0.75
C 2.70410 -1.92761 -3.87705 0.0 0.0 0.0 -0.88
H -4.71132 -1.87286 -3.53806 0.0 0.0 0.0 0.45
H -5.70105 -0.49089 -5.34163 0.0 0.0 0.0 0.41
H -2.11728 -0.21995 -7.32384 0.0 0.0 0.0 0.41
H -0.97196 -1.63778 -5.64102 0.0 0.0 0.0 0.52
H -3.09354 -1.82331 -0.03068 0.0 0.0 0.0 0.35
H -5.43328 -2.29353 0.51589 0.0 0.0 0.0 0.49
H -7.22513 -0.78513 -0.28437 0.0 0.0 0.0 0.43
H -6.65056 1.21272 -1.62103 0.0 0.0 0.0 0.47
H -4.31538 1.69098 -2.19183 0.0 0.0 0.0 0.50
H -0.34950 2.81237 -1.22947 0.0 0.0 0.0 0.32
H -0.23096 4.78571 -2.69289 0.0 0.0 0.0 0.48
H -1.45787 4.81480 -4.83639 0.0 0.0 0.0 0.42
H -2.81275 2.85141 -5.51662 0.0 0.0 0.0 0.52
H -2.95853 0.89255 -4.04494 0.0 0.0 0.0 0.25
H 2.53175 1.37450 -1.41972 0.0 0.0 0.0 0.40
H 3.38536 3.35241 -2.63072 0.0 0.0 0.0 0.43
H 2.63672 3.79743 -4.94349 0.0 0.0 0.0 0.40
H 1.05040 2.26168 -6.05049 0.0 0.0 0.0 0.48
H 0.22948 0.26119 -4.86175 0.0 0.0 0.0 0.20
H 0.93093 -3.59646 -1.51319 0.0 0.0 0.0 0.42
H 2.22349 -5.47250 -2.42283 0.0 0.0 0.0 0.53
H 3.83904 -5.09401 -4.26068 0.0 0.0 0.0 0.42
H 4.14124 -2.82294 -5.18631 0.0 0.0 0.0 0.47
H 2.84767 -0.93964 -4.29284 0.0 0.0 0.0 0.46
O -1.67340 -5.37957 3.98056 0.0 0.0 0.0 -0.50
C -1.45186 -4.50359 3.20554 0.1 0.0 0.0 0.36
C -1.49116 -2.98001 3.50364 -0.1 0.0 0.0 -0.04
O -1.74750 -2.46054 4.55276 0.0 0.0 0.0 -0.56
C -1.13664 -2.35552 2.21179 0.0 -0.1 0.0 1.04
C -0.89193 -3.29475 1.24919 0.0 0.0 -0.1 0.22
O -0.54443 -2.85772 0.03752 0.0 -0.1 0.0 -0.18
C -1.03728 -4.66990 1.71967 -0.1 0.0 0.0 -0.18
O -0.86419 -5.70256 1.12872 0.0 0.0 0.0 -0.58
O -1.04627 -1.09526 1.88459 0.0 0.0 -0.1 -0.84
```
Forces are in eV/Å.

Results
energy	-3292.13479	a.u.
energy above the lowest of the compared OMol25 structures with the same formula, charge and spin	0.0	kcal per mole
M	1068.15	g/mol
E_HOMO (spin up / spin down)	-10.15 / -10.16	eV
largest force on an atom	0.0034	hartree/bohr
spin multiplicity	1
total charge	+1

This record from the Open Molecules 2025 dataset describes C45H34AlBr4IN2O5SSb2 as an isolated structure. The level of theory is the ωB97M-V functional and the def2-TZVPD basis.

The geometry in XYZ format:
```
95
Properties=species:S:1:pos:R:3:forces:R:3:mulliken_charge:R:1
Al -0.60827 -0.31420 -2.68934 0.1 -0.2 -0.8 1.03
C -0.07128 1.99440 0.79522 -0.2 -0.1 -0.1 -0.90
C -1.57791 1.74552 0.97458 0.1 -0.1 -0.1 -0.50
C -2.14073 0.75138 -0.06062 0.1 0.1 -0.1 0.26
Sb -3.35147 -0.96530 0.55253 0.1 0.0 0.0 0.84
C -1.76268 -1.87776 1.69153 0.1 0.0 0.1 -0.22
C -1.56569 -1.65349 3.05619 0.0 -0.1 -0.2 -0.03
C -0.50363 -2.24766 3.72940 0.0 -0.2 -0.1 -0.24
C 0.38673 -3.06278 3.04602 0.0 0.0 0.0 -0.76
C 0.20373 -3.29386 1.68873 -0.1 0.0 -0.1 -0.77
C -0.86784 -2.71408 1.01671 0.0 0.0 0.1 0.07
C -4.33002 -0.05640 2.24732 -0.1 0.0 0.1 0.19
C -4.83107 -0.91427 3.23347 0.0 0.1 0.0 -0.53
C -5.52832 -0.41864 4.32840 0.0 0.0 0.0 -0.55
C -5.75124 0.94793 4.44901 0.0 0.0 0.0 -0.50
C -5.29171 1.80952 3.46329 0.0 0.0 0.0 -0.60
C -4.59161 1.30937 2.36913 0.0 -0.1 0.0 -0.32
Sb 1.09268 0.37407 1.64774 0.0 0.1 0.1 0.90
C 2.99432 1.13199 0.99617 0.1 -0.1 0.0 -0.42
C 4.13123 0.82734 1.75307 0.0 0.1 -0.1 -0.25
C 5.40334 1.14329 1.28747 -0.1 0.0 0.0 -0.70
C 5.55806 1.76407 0.05220 0.0 0.0 0.0 -0.61
C 4.43814 2.07800 -0.70694 0.0 0.0 0.1 -0.44
C 3.16695 1.76116 -0.23770 0.0 0.0 0.1 0.25
C 1.10647 1.34311 3.57353 0.0 0.0 0.0 0.28
C 1.82751 2.51274 3.82536 -0.1 -0.1 0.0 -0.47
C 1.72056 3.16153 5.04878 0.0 0.0 0.0 -0.76
C 0.88326 2.65575 6.03765 0.0 0.0 0.0 -0.45
C 0.15983 1.49586 5.80131 0.1 0.0 -0.1 -0.78
C 0.27686 0.84143 4.57820 0.0 0.1 0.0 0.13
H 0.24871 2.90305 1.30368 0.0 0.0 0.0 0.87
H 0.17212 2.09673 -0.26620 0.0 0.0 0.0 -0.38
H -2.11432 2.69210 0.88540 0.0 0.0 0.0 0.52
H -1.76493 1.39052 1.99114 0.0 0.0 0.1 0.16
H -1.28656 0.29135 -0.57928 -0.1 -0.2 0.2 -1.43
H -2.73128 1.25006 -0.83631 0.0 0.1 0.1 0.80
H -2.24135 -1.00746 3.60383 0.0 0.0 0.0 0.42
H -0.36790 -2.06495 4.78961 0.0 -0.1 0.0 0.48
H 1.21511 -3.52303 3.57105 0.0 0.0 0.0 0.37
H 0.88875 -3.93895 1.14957 0.0 0.0 0.0 0.50
H -1.00414 -2.91259 -0.04175 0.0 0.0 0.0 0.30
H -4.67046 -1.98565 3.15034 0.0 0.0 0.0 0.39
H -5.90065 -1.09889 5.08608 0.0 0.0 0.0 0.39
H -6.28956 1.33800 5.30451 0.0 0.0 0.0 0.39
H -5.47869 2.87450 3.54374 0.0 0.0 0.0 0.39
H -4.25735 1.99789 1.60254 0.0 0.0 0.0 0.37
H 4.02113 0.34504 2.72142 0.0 0.0 -0.1 0.38
H 6.27409 0.90676 1.88955 0.0 0.0 0.0 0.42
H 6.54922 2.00547 -0.31552 -0.1 0.0 0.0 0.40
H 4.55584 2.56996 -1.66471 0.0 0.0 0.0 0.35
H 2.30021 2.00950 -0.84370 0.1 0.0 0.0 0.08
H 2.48074 2.92317 3.06264 0.0 0.0 0.0 0.36
H 2.28923 4.06551 5.23211 0.0 0.0 0.0 0.39
H 0.79491 3.16685 6.98842 0.0 0.0 0.0 0.37
H -0.49498 1.09662 6.56693 0.0 0.0 0.0 0.43
H -0.28905 -0.07017 4.40778 0.2 0.4 0.1 -0.17
Br -5.63172 -4.45537 -4.17636 0.0 0.0 0.0 -0.18
C -4.49998 -2.95097 -4.07397 0.1 0.1 0.0 0.37
C -4.66226 -1.88225 -4.95562 0.1 0.0 0.1 0.29
Br -6.01547 -1.90927 -6.26709 0.0 0.0 0.0 -0.18
C -3.79754 -0.77867 -4.88163 -0.1 -0.1 0.0 -0.09
Br -3.92920 0.71094 -6.02701 0.0 0.0 0.0 -0.15
C -2.79543 -0.75551 -3.93437 0.1 0.1 0.1 -0.28
O -1.88723 0.23409 -3.80029 -0.2 -0.2 0.1 -0.09
C -2.64578 -1.82279 -3.02907 0.1 0.1 0.1 -0.49
O -1.65209 -1.67400 -2.13506 0.1 0.1 0.1 -0.19
C -3.48369 -2.91662 -3.10543 -0.1 -0.1 -0.1 0.02
Br -3.17458 -4.33350 -1.90628 0.0 0.0 0.0 -0.11
I 3.89825 2.86250 -5.12338 0.0 0.0 0.0 0.13
C 2.05879 2.79468 -4.15906 0.1 0.0 0.0 -0.75
C 1.37059 3.95463 -3.84192 0.0 0.0 0.0 -0.22
C 0.13405 3.84602 -3.22687 0.0 0.1 0.0 -1.04
C -0.36598 2.59174 -2.94638 0.1 -0.2 -0.1 -0.17
N 0.31681 1.46955 -3.23158 -0.2 0.3 0.2 0.56
C 1.50609 1.56919 -3.83766 -0.2 -0.1 0.1 0.04
H 1.78494 4.92485 -4.08356 0.0 0.0 0.0 0.43
H -0.44362 4.72517 -2.97791 0.0 0.0 0.0 0.49
H -1.34246 2.46289 -2.49593 0.0 0.0 0.0 0.43
H 2.00723 0.64458 -4.09416 0.0 0.0 0.0 0.46
O 2.08769 -2.10211 -5.54799 0.0 0.0 0.0 -0.70
S 1.57973 -2.65998 -4.33399 0.0 0.1 0.0 1.12
O 0.74021 -3.81164 -4.35914 0.1 0.0 0.0 -0.65
N 0.84942 -1.45195 -3.44362 0.3 0.0 0.4 -0.15
C 1.45973 -1.27305 -2.27721 -0.2 0.0 0.2 0.31
O 0.87799 -0.48621 -1.45423 0.0 -0.3 -0.2 0.20
C 2.71558 -2.01195 -2.08663 -0.1 0.1 -0.1 0.19
C 3.64335 -1.91685 -1.06807 0.1 0.0 0.2 0.03
C 4.78985 -2.69446 -1.17438 0.0 0.0 0.0 -0.95
C 4.98224 -3.54173 -2.26414 0.0 0.0 0.0 -0.61
C 4.04088 -3.63391 -3.28575 -0.1 -0.1 0.0 -0.78
C 2.91293 -2.85256 -3.16917 0.1 0.0 -0.1 0.00
H 3.48183 -1.25834 -0.22317 0.0 0.0 0.0 0.66
H 5.54574 -2.63354 -0.40140 0.0 0.0 0.0 0.47
H 5.88514 -4.13653 -2.32275 0.0 0.0 0.0 0.41
H 4.18291 -4.29848 -4.12906 0.0 0.1 0.0 0.48
```
Forces are in eV/Å.

Results
energy	-13935.92646	a.u.
energy above the lowest of the compared OMol25 structures with the same formula, charge and spin	19.3	kcal per mole
M	1431.87	g/mol
E_HOMO	-7.81	eV
largest force on an atom	0.0159	hartree/bohr
spin multiplicity	1

Which of these has the highest energy? C45H32N3O5P2TeW

Which of these has the highest largest force on an atom? C45H34AlBr4IN2O5SSb2

Number 2 is which compound? C45H34AlBr4IN2O5SSb2

Which of these has the lowest M? C45H32N3O5P2TeW